The following is a DFT calculation (ωB97M-V/def2-TZVPD) of a cluster of 17 separate species, C74H195N13O24 in total in a non-equilibrium geometry.

Each line ends with the Mulliken charge.
CARTESIAN COORDINATES (ANGSTROEM)
C  -0.29  7.03  -1.46  -0.7279
C  -0.38  8.30  -0.65  -0.4589
O  0.74  8.36  0.16  -0.5586
H  0.46  7.12  -2.24  0.4472
H  -1.26  6.81  -1.92  0.3250
H  -0.08  6.14  -0.86  -0.0331
H  -1.26  8.39  0.00  0.3952
H  -0.51  9.09  -1.39  0.2337
H  1.48  7.99  -0.32  0.2799
C  1.36  4.83  3.03  -1.3142
C  1.14  3.45  3.68  0.2547
O  -0.24  3.18  4.01  -0.3868
H  1.01  5.71  3.56  0.4073
H  0.90  4.87  2.04  0.0469
H  2.44  4.97  2.94  0.4302
H  1.63  3.48  4.65  0.3817
H  1.59  2.61  3.15  -0.0251
H  -0.38  2.32  4.41  0.0225
C  0.40  -4.63  -3.35  -1.0850
C  -0.30  -3.30  -3.53  2.1107
O  -1.21  -3.36  -4.62  -0.7824
H  1.24  -4.43  -2.69  -0.1170
H  0.73  -5.05  -4.30  0.5488
H  -0.19  -5.40  -2.87  0.3487
H  0.38  -2.48  -3.77  -0.9667
H  -0.79  -3.10  -2.58  -0.4085
H  -1.48  -2.46  -4.81  0.2034
C  -5.42  0.47  3.68  -1.2595
C  -5.15  0.15  2.28  -0.5235
O  -3.68  0.06  2.16  0.9681
H  -5.08  1.50  3.75  0.2722
H  -4.85  -0.05  4.46  0.1592
H  -6.48  0.54  3.88  0.3762
H  -5.56  0.85  1.54  0.2770
H  -5.56  -0.85  2.12  0.3555
H  -3.41  -0.79  2.51  -0.6824
C  -7.12  2.88  -5.56  -0.8798
O  -6.83  2.30  -4.31  -0.3106
C  -6.06  1.08  -4.43  -0.4303
C  -5.31  0.80  -3.13  0.4448
N  -4.73  -0.54  -3.38  -0.4496
C  -3.80  -0.91  -2.28  -0.3875
C  -4.47  -1.10  -0.90  0.4004
O  -5.47  -2.17  -0.87  -0.4651
C  -4.93  -3.51  -1.13  -0.4621
H  -6.18  3.03  -6.08  0.3747
H  -7.46  3.89  -5.35  0.3107
H  -7.82  2.32  -6.18  0.2889
H  -5.34  1.19  -5.24  0.0203
H  -6.69  0.24  -4.72  0.4136
H  -6.02  0.78  -2.30  0.4974
H  -4.54  1.53  -2.92  -0.6752
H  -5.54  -1.15  -3.34  0.5137
H  -3.04  -0.14  -2.14  -0.4096
H  -3.24  -1.76  -2.66  0.6123
H  -4.94  -0.14  -0.71  -0.4559
H  -3.74  -1.29  -0.11  0.1737
H  -4.56  -3.70  -2.14  0.3009
H  -5.70  -4.28  -0.99  0.3308
H  -4.11  -3.77  -0.46  -0.0224
C  -0.23  -3.82  5.34  -1.0820
O  -0.54  -2.55  4.88  -0.3320
C  0.59  -1.77  4.56  -0.6299
C  0.12  -0.39  4.10  0.8281
N  -0.62  0.50  5.03  0.4590
C  -0.02  0.53  6.32  -0.6298
C  -0.83  1.41  7.28  -0.8653
O  -2.20  1.06  7.22  -0.2016
C  -2.79  1.46  8.47  -0.9833
H  -1.13  -4.31  5.70  0.3284
H  0.49  -3.81  6.16  0.3325
H  0.16  -4.44  4.53  0.3182
H  1.15  -2.26  3.77  0.0293
H  1.14  -1.61  5.48  0.6914
H  -0.49  -0.50  3.21  -0.9508
H  0.87  0.24  3.63  -0.4396
H  -1.58  0.22  5.18  0.1663
H  0.98  0.97  6.26  0.2644
H  0.09  -0.45  6.79  0.6151
H  -0.70  2.45  7.00  0.2971
H  -0.35  1.32  8.26  0.4879
H  -3.77  1.01  8.59  0.2587
H  -2.96  2.53  8.35  0.3756
H  -2.28  1.23  9.41  0.3688
C  2.91  -0.53  -2.64  -0.6275
O  2.19  0.45  -3.33  0.2934
C  1.93  0.16  -4.69  -0.3194
C  1.19  1.32  -5.40  -1.2058
N  -0.26  1.37  -5.22  0.1122
C  -0.66  1.42  -3.81  -0.2031
C  -2.02  2.16  -3.69  1.3578
O  -1.92  3.53  -3.96  -0.5191
C  -2.96  4.44  -3.49  0.1645
H  3.86  -0.94  -3.00  0.7534
H  2.28  -1.42  -2.56  0.0116
H  3.00  -0.24  -1.60  -0.1281
H  1.40  -0.79  -4.77  -0.0442
H  2.87  -0.05  -5.20  0.4948
H  1.37  1.36  -6.47  0.5003
H  1.57  2.28  -5.05  0.2816
H  -0.62  2.16  -5.75  0.3469
H  0.09  1.97  -3.25  0.1765
H  -0.73  0.44  -3.34  -0.2767
H  -2.51  1.99  -2.73  -1.4673
H  -2.71  1.77  -4.43  0.3309
H  -3.08  5.12  -4.33  0.4242
H  -2.52  4.98  -2.65  -0.4088
H  -3.90  3.97  -3.19  -0.1181
C  1.62  -8.45  -5.44  -0.8045
O  2.76  -7.67  -5.08  -0.3255
C  3.26  -7.91  -3.80  -0.6656
C  4.65  -7.22  -3.55  -0.7773
N  4.57  -5.89  -2.84  0.0592
C  3.79  -4.87  -3.54  1.0273
C  4.73  -4.09  -4.51  -1.3578
O  5.94  -3.56  -3.76  -0.1043
C  6.82  -2.79  -4.55  -0.9416
H  1.80  -9.53  -5.43  0.3349
H  1.30  -8.19  -6.45  0.2540
H  0.83  -8.32  -4.70  0.3164
H  3.29  -8.99  -3.62  0.6289
H  2.57  -7.50  -3.06  0.2557
H  5.15  -7.14  -4.52  0.4854
H  5.27  -7.85  -2.92  0.4518
H  5.52  -5.56  -2.78  -0.0479
H  3.37  -4.15  -2.84  -0.6606
H  2.99  -5.30  -4.15  -0.2592
H  4.26  -3.19  -4.91  0.5541
H  4.99  -4.65  -5.40  0.4613
H  7.80  -2.70  -4.08  0.2511
H  6.42  -1.80  -4.78  0.2669
H  6.92  -3.29  -5.51  0.3922
C  -10.63  4.92  5.05  -0.7552
O  -9.60  3.96  5.43  -0.2710
C  -9.45  3.78  6.84  -0.6776
C  -8.29  2.87  7.06  -0.5400
N  -7.06  3.57  6.65  -0.3684
C  -5.90  2.68  6.59  -0.2914
C  -4.65  3.48  6.19  -0.5078
O  -4.82  4.03  4.88  -0.2499
C  -3.76  4.92  4.46  -0.6739
H  -10.49  5.02  3.97  0.2316
H  -10.37  5.88  5.50  0.3221
H  -11.65  4.60  5.28  0.2747
H  -10.35  3.28  7.22  0.4419
H  -9.32  4.74  7.33  0.3858
H  -8.53  1.99  6.45  0.2746
H  -8.29  2.54  8.10  0.3400
H  -7.16  4.13  5.82  0.3229
H  -6.13  1.91  5.84  -0.1066
H  -5.67  2.20  7.54  0.3770
H  -3.85  2.74  6.14  0.0514
H  -4.40  4.26  6.91  0.7419
H  -3.95  5.41  3.50  0.2138
H  -2.79  4.43  4.33  0.1220
H  -3.76  5.75  5.17  0.4406
C  9.29  -6.26  -0.17  -0.8313
O  8.07  -6.06  0.52  -0.2716
C  6.88  -6.56  -0.09  -0.3240
C  5.65  -6.26  0.80  0.3689
N  4.46  -6.63  -0.02  0.1534
C  3.18  -6.25  0.53  0.5508
C  2.66  -7.31  1.44  -0.8454
O  1.70  -6.69  2.27  0.0598
C  0.77  -7.61  2.86  -0.9539
H  9.69  -7.27  -0.03  0.3008
H  9.98  -5.45  0.04  0.2770
H  9.09  -6.28  -1.24  0.2963
H  7.11  -7.63  -0.12  0.3603
H  6.80  -6.18  -1.10  0.0826
H  5.73  -5.21  1.08  -0.6773
H  5.60  -6.78  1.76  0.4618
H  4.58  -6.36  -0.99  0.1253
H  2.43  -6.15  -0.26  0.1405
H  3.19  -5.27  1.00  -0.5439
H  3.49  -7.68  2.04  0.3772
H  2.28  -8.10  0.79  0.3788
H  1.24  -8.25  3.60  0.3288
H  0.34  -8.19  2.05  0.3750
H  -0.09  -7.13  3.32  0.1674
C  3.38  3.06  -1.39  -0.8103
O  4.04  4.34  -1.10  -0.6316
C  3.49  5.11  -0.04  0.0967
C  4.05  6.52  0.11  -1.0323
N  3.50  7.30  -0.99  -0.0996
C  4.05  8.69  -0.89  -0.7964
C  3.82  9.60  -2.06  -0.4806
O  4.40  10.88  -1.84  -0.3149
C  4.30  11.74  -3.03  -0.7362
H  2.39  3.23  -1.81  0.6644
H  3.25  2.39  -0.54  0.1755
H  3.95  2.55  -2.16  0.3899
H  3.66  4.72  0.96  0.3064
H  2.40  5.20  -0.14  -0.0597
H  5.13  6.50  0.00  0.4477
H  3.82  6.96  1.08  0.4602
H  3.91  6.94  -1.84  0.1914
H  5.14  8.62  -0.82  0.4252
H  3.66  9.13  0.03  0.3453
H  2.75  9.69  -2.29  0.3402
H  4.24  9.07  -2.91  0.3233
H  4.79  12.67  -2.76  0.2574
H  3.29  12.01  -3.36  0.2985
H  4.78  11.27  -3.89  0.3090
C  0.47  1.29  0.78  -0.7275
C  0.05  0.30  -0.29  0.9321
C  0.26  -1.16  0.10  0.5523
O  1.63  -1.41  0.36  0.0556
C  1.89  -2.78  0.68  0.9215
N  -1.34  0.55  -0.44  1.4275
H  0.17  2.30  0.51  0.3703
H  1.52  1.15  1.03  0.4479
H  -0.12  1.21  1.69  -0.7543
H  0.54  0.41  -1.27  -0.3312
H  0.01  -1.88  -0.69  -0.4204
H  -0.34  -1.39  0.97  -0.5647
H  1.58  -3.01  1.71  -0.3023
H  2.96  -2.93  0.64  -0.0257
H  1.35  -3.49  0.06  -0.3860
H  -1.59  1.53  -0.47  -0.4956
H  -1.73  0.19  0.43  -0.9230
C  6.37  1.60  0.79  -0.1716
C  7.07  1.60  -0.56  0.3637
C  6.58  0.37  -1.38  0.0780
O  7.12  -0.89  -0.85  -0.4473
C  6.14  -1.86  -0.61  0.1055
N  6.68  2.80  -1.26  -0.6137
H  6.60  2.45  1.44  0.4976
H  6.62  0.69  1.33  -0.2711
H  5.29  1.62  0.71  -0.1513
H  8.16  1.54  -0.49  0.4082
H  6.87  0.37  -2.43  0.4854
H  5.49  0.45  -1.40  -0.6174
H  6.57  -2.80  -0.26  0.2661
H  5.57  -2.01  -1.53  0.0945
H  5.42  -1.57  0.16  -0.1720
H  5.76  3.07  -0.95  -0.1123
H  7.17  3.60  -0.87  0.3584
C  5.34  -4.07  3.75  -1.6392
C  6.32  -3.22  2.99  2.8596
C  6.12  -1.74  3.21  -1.5915
O  4.74  -1.43  2.93  0.3184
C  4.15  -0.24  3.46  -0.5834
N  7.65  -3.61  3.29  -0.7215
H  5.49  -5.10  3.42  0.5190
H  4.31  -3.94  3.42  0.1154
H  5.43  -4.05  4.84  0.3048
H  6.11  -3.39  1.94  -1.5516
H  6.80  -1.12  2.62  0.2513
H  6.30  -1.55  4.27  0.6583
H  4.06  -0.26  4.55  0.4310
H  3.12  -0.16  3.13  -0.1887
H  4.66  0.64  3.08  0.2648
H  7.74  -3.22  4.21  0.3388
H  7.77  -4.61  3.37  0.3350
C  -2.29  4.72  0.53  -1.6298
C  -3.30  3.67  0.90  0.2528
C  -4.26  3.34  -0.20  0.5774
O  -5.03  4.52  -0.50  -0.5069
C  -6.24  4.30  -1.30  -0.4066
N  -2.45  2.56  1.33  1.8182
H  -1.53  4.85  1.31  0.3506
H  -2.82  5.65  0.34  0.7125
H  -1.73  4.54  -0.38  -0.1182
H  -3.97  4.03  1.68  -0.0660
H  -5.00  2.59  0.08  0.5572
H  -3.71  2.99  -1.07  -0.5938
H  -5.90  3.77  -2.19  -0.0442
H  -6.75  5.20  -1.63  0.3119
H  -7.02  3.71  -0.81  0.2954
H  -1.86  2.86  2.10  -0.3666
H  -2.99  1.80  1.73  -0.9536
C  -1.86  -1.11  -7.45  -1.7306
C  -3.02  -1.01  -6.42  1.1009
C  -4.11  -2.12  -6.66  -0.8441
O  -4.73  -2.08  -7.97  -0.4265
C  -5.61  -0.98  -8.13  -0.5985
N  -2.50  -1.02  -5.08  0.8552
H  -2.19  -1.22  -8.48  0.4612
H  -1.21  -1.98  -7.33  0.2644
H  -1.15  -0.28  -7.45  0.3164
H  -3.53  -0.06  -6.55  0.0901
H  -4.79  -2.12  -5.82  0.3889
H  -3.55  -3.06  -6.65  0.2706
H  -6.19  -1.05  -9.05  0.3353
H  -5.03  -0.05  -8.19  0.2604
H  -6.29  -0.75  -7.30  0.1995
H  -1.84  -0.25  -5.04  -0.2280
H  -3.24  -0.81  -4.43  -0.2160
C  -4.37  -4.03  2.68  -1.6000
C  -2.89  -3.69  3.00  0.2824
C  -1.94  -3.84  1.73  0.8210
O  -1.85  -5.23  1.20  -0.6209
C  -0.75  -5.44  0.23  -0.1773
N  -2.81  -2.33  3.57  -0.0787
H  -4.81  -3.35  1.95  0.1493
H  -5.07  -3.97  3.52  0.4364
H  -4.47  -5.02  2.23  0.4079
H  -2.55  -4.44  3.71  0.1423
H  -0.99  -3.54  2.17  -0.1321
H  -2.04  -3.10  0.93  -0.0495
H  0.25  -5.46  0.64  -0.0824
H  -0.78  -4.69  -0.57  -0.1422
H  -0.97  -6.42  -0.20  0.4262
H  -1.91  -2.24  4.02  0.0027
H  -3.49  -2.14  4.30  0.3219

- Multiplicity: 1
- Kohn-Sham gap: 8.788 eV
- Energy relative to the best compared isomer or geometry (same formula, charge and spin): 239.2 kJ/mol